No. 1
139
Properties=species:S:1:pos:R:3:forces:R:3 method="wB97M-V/def2-TZVPD" lumo_energy_ev=-1.0403 total_charge=-1 homo_ev=-4.55 largest_force_ev_per_a=9.3 homo_lumo_gap_ha=0.1291
C 3.372 -3.482 8.140 -0.14 -0.98 -0.31
C 3.257 -4.832 7.833 -0.36 2.35 -0.23
C 1.881 -5.326 7.278 -0.46 -0.71 0.15
O 1.836 -6.370 6.312 -0.52 1.46 1.04
P 1.753 -5.657 4.690 0.64 -0.37 -0.43
C 0.109 -6.464 4.173 -0.16 -0.38 -0.60
C -0.848 -5.547 3.312 -1.11 -0.60 -0.35
C -2.363 -5.479 3.841 0.94 0.56 -0.25
C -2.595 -4.008 4.401 0.56 -1.00 0.01
C -2.994 -2.952 3.289 0.06 0.77 2.08
C -2.143 -1.622 3.567 0.19 -0.52 -0.41
C -0.794 -1.671 2.735 -0.22 0.73 -0.11
C -0.387 -0.294 2.049 0.64 -0.58 -0.18
C 1.145 0.083 2.252 -0.20 1.18 -0.19
C 1.839 0.647 0.923 0.35 -0.55 0.15
C 3.088 -0.242 0.519 -0.19 1.20 -0.03
C 4.212 0.527 -0.274 1.00 -1.34 0.55
C 5.416 -0.520 -0.478 -0.57 0.15 -0.98
C 6.167 -0.303 -1.854 0.43 0.24 0.48
C 2.689 -7.298 4.193 2.56 -0.69 0.66
C 2.424 -8.487 5.154 -2.04 -0.27 -1.33
O 1.432 -9.171 5.163 1.61 0.97 -0.02
Cl 3.716 -8.996 6.388 0.01 0.48 -0.42
C 2.152 -4.960 2.959 -0.50 0.77 -0.47
C 3.668 -4.625 2.684 -0.04 0.97 -2.06
C 3.672 -3.321 1.744 -0.47 -1.09 -0.33
C 4.418 -5.742 1.813 -0.55 0.11 0.86
O 0.892 -4.248 5.312 -0.59 -0.18 0.91
C 0.805 -4.243 6.745 0.01 -0.15 -0.59
B -0.536 -4.733 7.481 -0.77 -0.24 -0.05
O -1.551 -5.541 6.920 0.81 1.11 -0.04
N -0.705 -4.326 8.929 -0.84 -0.77 -0.75
C -1.319 -5.443 9.696 0.05 0.42 1.13
C -1.505 -3.089 9.056 0.64 0.14 0.30
H 3.831 -3.096 9.085 0.67 -0.44 -1.41
H 2.942 -2.702 7.452 -0.44 -0.98 1.32
H 4.136 -5.498 8.022 -1.48 0.00 0.59
H 1.368 -5.790 8.183 1.01 0.52 -0.47
H 2.920 -4.932 5.140 0.49 -0.37 -0.19
H -0.359 -6.906 5.092 0.15 0.64 -0.90
H 0.379 -7.347 3.519 -0.35 0.88 0.79
H -0.510 -4.486 3.196 0.01 -1.04 0.22
H -0.908 -5.983 2.268 0.29 0.48 0.98
H -3.051 -5.701 2.977 0.40 0.29 0.87
H -2.495 -6.275 4.617 -0.02 0.83 -0.58
H -3.304 -4.068 5.271 0.27 0.46 -0.92
H -1.602 -3.678 4.834 -1.05 -0.53 -0.37
H -4.069 -2.666 3.475 0.86 -0.54 -0.73
H -2.804 -3.366 2.267 -0.34 0.51 0.83
H -1.853 -1.571 4.658 -0.55 -0.11 -1.03
H -2.765 -0.702 3.372 0.73 -0.83 -0.17
H -0.926 -2.418 1.900 0.35 0.57 1.01
H 0.043 -1.992 3.416 -0.84 0.04 -0.76
H -0.533 -0.412 0.935 -0.10 0.26 1.14
H -1.044 0.541 2.408 0.57 -0.71 -0.35
H 1.749 -0.765 2.670 -0.70 0.60 -0.48
H 1.205 0.916 3.015 -0.05 -0.99 -0.60
H 1.093 0.631 0.083 0.66 0.20 0.70
H 2.194 1.708 1.055 -0.46 -0.97 -0.06
H 2.730 -1.096 -0.118 0.48 0.52 0.88
H 3.558 -0.592 1.485 -0.46 0.07 -1.24
H 3.900 0.884 -1.291 0.04 -0.04 1.07
H 4.642 1.343 0.377 -0.78 -0.42 -0.94
H 6.127 -0.440 0.390 -0.66 -0.29 -0.86
H 4.947 -1.549 -0.517 0.69 0.99 0.29
H 6.682 0.705 -1.860 -0.67 -0.98 -0.14
H 6.977 -1.065 -2.023 -0.80 0.61 0.25
H 5.462 -0.371 -2.727 0.56 0.16 0.86
H 3.788 -7.042 4.311 -1.14 -0.28 -0.09
H 2.556 -7.567 3.109 -0.24 -0.15 1.22
H 1.576 -3.987 2.863 0.58 -0.99 0.17
H 1.713 -5.634 2.159 0.66 0.66 0.70
H 4.267 -4.339 3.588 -0.75 -0.65 -0.47
H 2.947 -2.537 2.094 1.01 -0.71 -0.13
H 4.707 -2.929 1.547 -0.92 -0.15 0.38
H 3.274 -3.680 0.744 0.36 0.53 0.89
H 4.913 -6.460 2.517 -0.25 0.45 -0.92
H 3.655 -6.297 1.200 0.73 0.46 0.58
H 5.155 -5.295 1.096 -0.46 -0.35 0.80
H 0.905 -3.166 7.057 0.45 -1.01 0.11
H -2.442 -5.259 7.195 0.56 -0.42 0.20
H -0.668 -6.361 9.684 -0.72 0.91 -0.27
H -2.369 -5.691 9.370 0.86 0.05 0.18
H -1.399 -5.134 10.787 0.11 -0.27 -1.11
H -1.144 -2.344 8.289 -0.49 -0.67 0.81
H -1.317 -2.668 10.085 -0.42 -0.20 -0.97
H -2.611 -3.278 8.928 0.81 0.27 0.04
O 1.428 2.956 -2.825 1.68 3.91 0.40
P 1.425 3.583 -4.207 -3.32 -6.78 -3.98
O -0.195 3.468 -4.513 0.39 0.68 0.39
C -1.065 4.393 -3.866 -0.32 0.21 0.02
C -0.966 5.778 -4.478 0.11 0.08 0.04
O 1.978 2.239 -4.999 0.58 0.90 0.06
C 2.780 1.263 -4.334 -0.11 -0.48 0.18
C 1.924 0.084 -3.912 -0.12 -0.13 -0.01
O 1.643 4.469 -5.628 0.83 1.67 3.03
C 1.704 3.906 -6.938 0.40 -0.31 -0.81
C 0.441 3.200 -7.390 -0.23 -0.16 0.29
H -0.848 4.424 -2.795 -0.01 -0.06 0.01
H -2.081 4.012 -3.985 0.12 -0.14 -0.04
H 0.019 6.217 -4.290 -0.05 0.04 -0.01
H -1.721 6.445 -4.057 0.01 -0.04 -0.02
H -1.098 5.736 -5.561 -0.05 0.00 0.06
H 3.314 1.698 -3.488 -0.18 0.00 -0.01
H 3.538 0.925 -5.047 -0.09 0.13 -0.10
H 1.056 0.397 -3.328 0.18 0.13 0.08
H 2.506 -0.624 -3.317 -0.01 0.02 -0.04
H 1.538 -0.437 -4.792 0.09 0.00 0.02
H 2.578 3.260 -7.032 -0.13 -0.07 0.15
H 1.882 4.750 -7.610 -0.02 0.21 0.32
H 0.259 2.286 -6.825 0.04 0.08 0.00
H 0.525 2.928 -8.445 0.13 0.12 0.03
H -0.431 3.846 -7.266 0.08 -0.01 -0.05
O -3.626 7.999 -6.299 3.75 2.42 -1.01
P -3.989 8.687 -7.612 -8.44 -3.95 -0.22
O -5.329 9.472 -7.035 0.81 0.65 0.13
C -5.131 10.658 -6.272 -0.15 0.30 0.11
C -4.723 11.828 -7.150 0.11 0.02 -0.06
O -4.711 7.328 -8.233 0.99 0.08 -0.53
C -4.287 6.020 -7.852 -0.25 -0.30 0.26
C -5.218 5.456 -6.795 -0.14 -0.04 0.09
O -4.242 9.410 -9.119 3.21 1.03 1.53
C -5.207 8.983 -10.083 -0.33 -0.45 -0.86
C -6.650 9.077 -9.629 -0.05 -0.02 0.42
H -4.387 10.481 -5.490 -0.03 -0.04 0.04
H -6.079 10.883 -5.779 0.00 -0.17 -0.05
H -3.731 11.666 -7.581 -0.01 0.06 0.01
H -4.694 12.753 -6.570 0.01 -0.05 0.01
H -5.419 11.953 -7.980 0.00 -0.01 0.08
H -3.248 6.020 -7.517 -0.12 0.08 0.08
H -4.331 5.391 -8.746 -0.05 0.16 -0.07
H -5.329 6.135 -5.948 0.20 0.00 -0.06
H -4.849 4.497 -6.425 -0.03 0.02 -0.04
H -6.216 5.306 -7.213 0.08 -0.04 -0.02
H -4.966 7.982 -10.442 -0.04 0.01 0.19
H -5.076 9.649 -10.941 0.27 0.18 0.23
H -6.877 8.361 -8.840 0.06 0.04 -0.04
H -7.318 8.869 -10.470 0.17 0.04 -0.08
H -6.874 10.075 -9.247 0.01 -0.05 -0.09

=====

No. 2
12
Properties=species:S:1:pos:R:3:forces:R:3 method="wB97M-V/def2-TZVPD" lumo_energy_ev=0.9574 total_charge=0 homo_ev=-7.72 smiles="CC1=CSCO1" largest_force_ev_per_a=4.9 homo_lumo_gap_ha=0.3188
C -1.745 -0.279 -0.076 -4.57 -1.68 -0.72
C -0.328 -0.299 -0.037 0.01 2.65 0.82
C 0.583 -1.194 0.114 2.07 0.06 -0.49
S 2.204 -0.574 -0.125 0.48 0.51 -0.12
C 1.519 1.133 0.068 -0.02 -0.81 -0.43
O 0.110 1.017 -0.110 0.68 0.16 0.11
H -2.280 -0.027 0.880 0.89 -0.12 -0.60
H -2.194 -1.341 -0.367 0.92 2.31 0.34
H -2.080 0.532 -0.799 0.31 -1.26 0.63
H 0.518 -2.215 0.078 -0.64 -2.26 0.13
H 1.859 1.829 -0.693 0.36 -0.07 0.09
H 1.832 1.418 1.065 -0.49 0.52 0.25

=====

No. 3
81
Properties=species:S:1:pos:R:3:forces:R:3 method="wB97M-V/def2-TZVPD" lumo_energy_ev=-1.2328 total_charge=0 homo_ev=-9.69 smiles="O=[N+]([O-])c1ccccc1.O=[N+]([O-])c1ccccc1.O=[N+]([O-])c1ccccc1.CCOS(C)(=O)=O.COC(=O)OC.COC(=O)OC" largest_force_ev_per_a=2.7 homo_lumo_gap_ha=0.3109
O 7.352 3.560 -0.941 0.19 0.34 0.05
N 6.200 3.776 -1.271 0.66 -0.80 0.13
O 5.863 4.490 -2.182 -0.31 0.46 -0.18
C 5.192 2.995 -0.573 -1.59 -0.40 1.07
C 5.535 2.157 0.501 -0.21 0.19 -0.86
C 4.556 1.317 1.039 0.02 -0.53 -0.24
C 3.258 1.346 0.566 -1.21 1.08 -1.08
C 2.877 2.293 -0.400 1.16 -0.53 0.98
C 3.849 3.101 -0.953 -0.55 0.29 -0.43
H 6.564 2.147 0.827 0.00 -0.16 0.06
H 4.797 0.517 1.726 0.33 0.32 0.29
H 2.402 0.738 0.826 0.61 -0.63 0.76
H 1.836 2.392 -0.667 0.04 0.01 -0.22
H 3.420 3.806 -1.651 0.94 0.18 -0.38
O -3.451 3.742 0.223 -0.55 0.00 0.28
N -4.100 2.758 -0.096 1.67 0.21 -0.12
O -3.558 1.720 -0.456 -0.73 0.03 0.01
C -5.538 2.850 -0.089 -1.81 0.04 -0.60
C -6.233 2.159 -1.096 0.94 -0.16 1.13
C -7.625 2.198 -1.175 0.64 -0.19 -0.12
C -8.343 2.864 -0.195 0.97 0.09 -0.05
C -7.613 3.553 0.781 -1.13 0.65 0.13
C -6.241 3.639 0.823 0.44 -0.64 -0.17
H -5.576 1.499 -1.647 -0.46 0.07 -0.67
H -8.101 1.688 -2.000 -0.15 -0.09 0.11
H -9.422 2.841 -0.207 -0.02 0.16 0.12
H -8.153 4.139 1.515 -0.09 -0.13 0.05
H -5.784 4.232 1.601 0.30 -0.04 -0.14
O 4.707 6.759 0.408 -0.22 -0.30 0.09
N 3.968 6.704 -0.561 0.50 0.38 0.49
O 4.251 7.185 -1.632 -0.50 -0.13 -0.47
C 2.662 6.052 -0.379 -0.96 -0.33 -0.15
C 2.319 5.543 0.868 1.11 0.23 0.46
C 1.089 4.968 1.111 0.40 -0.35 -0.77
C 0.235 4.763 0.037 0.46 -0.07 1.14
C 0.598 5.200 -1.234 -1.20 0.45 0.70
C 1.767 5.927 -1.439 -0.25 -0.24 -0.14
H 3.084 5.552 1.634 -0.11 0.25 0.07
H 0.833 4.542 2.071 0.13 0.22 0.14
H -0.659 4.246 0.367 -0.43 0.05 -1.08
H -0.199 5.143 -1.965 0.45 -0.09 -0.51
H 1.904 6.359 -2.420 0.50 0.07 0.10
C -0.544 1.237 2.671 -0.82 -0.32 0.06
C -1.414 0.577 1.596 0.92 0.90 -0.45
O -1.374 -0.852 1.676 0.26 -1.22 0.22
S -0.492 -1.647 0.595 0.08 1.69 -2.09
C -1.544 -1.472 -0.899 0.81 0.48 0.57
O 0.756 -0.904 0.393 -1.63 -1.18 0.52
O -0.524 -3.035 0.895 0.36 -0.19 1.01
H 0.533 1.132 2.565 -0.06 -0.20 -0.29
H -0.856 0.784 3.614 0.21 0.11 0.15
H -0.800 2.296 2.723 0.06 0.03 -0.05
H -2.448 0.901 1.697 -0.07 -0.34 0.20
H -1.116 0.860 0.584 0.09 0.21 0.09
H -1.940 -2.430 -1.220 0.02 -0.08 0.35
H -0.908 -1.085 -1.692 -0.05 0.12 0.03
H -2.314 -0.758 -0.616 -0.13 -0.05 -0.32
C -1.513 -6.220 2.620 -0.67 -1.77 1.80
O -0.212 -6.671 3.062 0.92 1.42 -0.32
C 0.136 -7.922 2.845 0.67 -0.42 -2.51
O -0.553 -8.824 2.436 -0.37 0.15 0.76
O 1.485 -7.976 2.844 -0.36 1.00 0.72
C 2.102 -9.176 2.473 1.26 -0.65 -0.11
H -2.045 -6.591 3.503 -1.27 0.33 -0.72
H -1.833 -6.727 1.712 0.11 -0.05 0.04
H -1.662 -5.148 2.556 1.01 0.10 -0.01
H 3.157 -8.969 2.269 -0.10 0.50 0.26
H 1.765 -9.581 1.518 -0.69 -0.21 0.41
H 2.125 -9.861 3.322 -0.48 -0.36 -0.37
C 0.247 -5.778 -1.188 -1.09 -0.56 -0.70
O 1.201 -5.451 -2.224 0.03 -0.22 1.41
C 0.896 -4.451 -3.039 -1.23 -0.27 -1.44
O -0.173 -3.898 -3.188 0.35 -0.02 0.77
O 1.932 -4.289 -3.838 0.95 -0.46 0.21
C 1.875 -3.566 -5.059 0.02 0.25 0.18
H -0.744 -5.777 -1.645 -0.15 0.74 0.18
H 0.308 -5.162 -0.297 0.15 0.35 -0.24
H 0.292 -6.827 -0.894 1.08 0.00 -0.17
H 2.136 -4.252 -5.864 0.03 -0.02 0.06
H 2.650 -2.810 -4.948 -0.20 0.19 -0.39
H 0.894 -3.139 -5.256 0.02 0.07 0.22

=====

No. 4
58
Properties=species:S:1:pos:R:3:forces:R:3 method="wB97M-V/def2-TZVPD" multiplicity=4 lumo_energy_ev="-0.4692 / -0.4687" total_charge=0 homo_ev="-4.96 / -4.97" largest_force_ev_per_a=4.0 homo_lumo_gap_ha="0.1651 / 0.1655"
O 0.294 1.540 -1.299 -0.44 0.44 -2.90
C -0.317 1.465 -2.390 0.27 -0.63 1.51
C -0.001 2.017 -3.716 0.48 0.71 -0.92
C 1.120 2.827 -4.052 -0.63 -0.41 -0.41
H 1.839 3.077 -3.264 -0.24 0.01 -0.42
C 1.264 3.278 -5.382 0.05 -0.05 0.43
H 2.123 3.889 -5.659 -0.21 -0.11 0.21
C 0.319 2.976 -6.378 -0.28 0.00 0.64
H 0.370 3.420 -7.383 0.24 -0.35 0.55
C -0.771 2.167 -6.046 -0.02 -0.09 0.05
H -1.514 1.910 -6.806 0.26 0.11 0.31
C -0.921 1.686 -4.744 0.24 0.07 0.47
H -1.769 1.045 -4.481 0.28 0.25 -0.17
H -1.198 0.820 -2.386 -0.22 0.13 -0.08
C -2.549 2.270 0.325 -0.74 1.42 0.92
C -2.417 1.001 1.035 3.17 -1.81 -1.59
H -3.494 2.754 0.649 0.17 0.47 -0.59
H -2.521 2.159 -0.778 -0.20 -0.04 0.51
H -1.700 2.933 0.595 -0.42 -0.09 -0.20
C -3.088 0.403 1.989 -0.80 0.26 0.88
C -4.080 0.969 2.996 -0.29 -0.25 -0.14
H -2.921 -0.666 2.155 0.44 0.09 0.34
H -4.703 1.800 2.652 0.12 -0.06 -0.11
H -3.558 1.312 3.902 -0.05 -0.07 -0.16
H -4.730 0.142 3.292 -0.27 0.19 0.20
Er 0.062 0.205 0.603 -3.17 -0.18 0.33
Cl 1.082 2.465 1.280 0.67 0.32 0.13
Cl -1.134 -1.283 -1.193 0.36 -0.30 -0.50
H 3.944 0.840 -2.035 -0.16 -0.16 0.21
H 5.713 1.025 -0.630 -0.11 -0.12 0.26
C 3.201 0.493 -1.309 -0.20 0.06 -0.11
C 5.119 0.949 0.287 -0.05 0.05 0.22
N 3.852 0.281 -0.015 -0.18 -0.27 0.34
H 2.747 -0.454 -1.643 0.24 0.36 0.06
C 3.177 -0.388 0.915 -0.72 -0.07 -0.80
O 2.021 -0.859 0.701 2.06 0.22 0.46
H 5.668 0.360 1.033 -0.09 0.18 -0.23
H 3.692 -0.529 1.877 -0.16 0.03 -0.18
H 2.396 1.238 -1.216 0.40 -0.14 -0.02
H 4.958 1.962 0.690 -0.06 -0.32 -0.20
H -1.425 -5.395 3.124 0.17 0.09 -0.05
H -0.666 -6.448 0.667 -0.07 0.03 -0.10
C -1.799 -4.585 2.489 -0.03 -0.17 -0.33
C -1.119 -5.524 0.289 0.11 -0.11 0.34
N -0.992 -4.463 1.279 0.10 0.08 0.11
H -1.770 -3.640 3.024 -0.09 -0.05 -0.03
C -0.344 -3.314 1.015 -0.52 1.61 0.38
O -0.540 -2.246 1.634 0.85 -1.25 -0.43
H -0.646 -5.257 -0.661 -0.08 0.11 0.27
H 0.377 -3.356 0.179 -0.40 -0.08 0.11
H -2.822 -4.857 2.225 -0.07 0.25 0.00
H -2.189 -5.708 0.121 0.26 0.04 -0.12
C 0.473 0.186 5.562 -0.01 0.16 0.45
C 0.247 0.310 4.139 -0.41 -0.18 -2.39
N 0.068 0.332 2.993 0.50 -0.39 2.66
H 1.456 -0.287 5.730 -0.47 0.22 0.02
H -0.329 -0.434 5.990 0.34 0.18 -0.07
H 0.445 1.184 6.027 0.08 -0.42 -0.12

=====

No. 5
19
Properties=species:S:1:pos:R:3:forces:R:3 method="wB97M-V/def2-TZVPD" lumo_energy_ev=3.7425 total_charge=-1 homo_ev=-4.71 largest_force_ev_per_a=4.2 homo_lumo_gap_ha=0.3107
C -0.406 2.734 -3.368 0.78 -0.18 0.12
C -0.594 1.429 -2.577 -0.79 -0.41 -0.07
O -1.642 0.775 -2.728 0.15 0.26 0.05
O 0.406 1.106 -1.868 0.01 0.18 0.21
H 0.276 2.417 -4.170 0.01 0.50 0.06
H 0.095 3.438 -2.702 0.22 0.05 -0.24
H -1.265 3.227 -3.808 -0.43 -0.37 0.04
C 0.602 -2.852 2.813 -0.60 0.57 -0.84
C -0.420 0.462 1.770 0.99 -2.44 0.66
C 0.286 -1.572 2.064 1.37 0.75 -0.57
C 0.630 -1.181 0.744 0.14 -2.71 3.22
N -0.316 -0.533 2.685 -1.02 0.97 -0.28
N 0.242 0.072 0.654 -1.63 2.19 -2.18
H -1.116 1.276 1.830 0.39 0.47 0.02
H 0.183 0.510 -0.302 0.18 0.28 0.13
H 1.064 -1.837 0.016 0.21 0.54 -0.55
H -0.268 -3.479 2.590 0.40 -0.59 0.43
H 0.705 -2.698 3.884 -0.26 0.19 0.03
H 1.535 -3.295 2.472 -0.12 -0.22 -0.23

=====

No. 6
47
Properties=species:S:1:pos:R:3:forces:R:3 method="wB97M-V/def2-TZVPD" lumo_energy_ev=0.5989 total_charge=-1 homo_ev=-3.72 largest_force_ev_per_a=4.0 homo_lumo_gap_ha=0.1587
Br 4.068 -0.155 1.724 -0.23 -0.02 -0.04
C 2.180 -0.316 1.769 -1.09 -0.29 0.12
C 1.580 -1.590 1.804 0.29 0.64 -0.15
C 0.197 -1.698 1.887 -0.61 0.59 0.13
C -0.627 -0.545 1.952 1.46 0.49 0.00
C -2.061 -0.670 2.079 -1.42 0.62 -0.78
C -2.958 0.326 1.807 2.06 -0.37 0.39
N -4.328 0.012 1.757 -3.44 -2.06 0.20
O -5.238 0.890 1.804 2.60 -1.51 -0.26
O -4.590 -1.225 1.678 0.08 2.76 0.07
C -0.009 0.726 1.857 0.17 -0.78 0.07
C 1.379 0.837 1.783 -0.06 -0.35 -0.10
H 2.200 -2.479 1.749 -0.10 0.13 0.08
H -0.287 -2.680 1.886 0.28 0.31 0.14
H -2.439 -1.672 2.293 -0.05 0.42 -0.03
H -2.687 1.363 1.612 -0.38 -0.36 0.07
H -0.636 1.617 1.846 0.35 -0.15 0.13
H 1.835 1.817 1.719 0.03 -0.08 0.05
C -5.540 4.102 5.486 0.25 -0.28 0.08
C -5.230 3.865 6.830 0.01 -0.19 -0.08
C -4.740 2.621 7.243 0.06 -0.11 -0.34
C -4.548 1.611 6.292 0.06 0.22 -0.12
S -3.953 -0.035 6.767 0.54 0.88 -0.43
C -2.258 -0.003 6.381 0.02 -0.09 0.40
C -1.355 -0.970 6.856 -0.43 0.05 0.03
C 0.073 -0.733 6.810 -0.11 -0.41 0.20
C 0.980 -1.697 7.200 -0.35 -0.03 0.03
C 0.526 -2.946 7.688 -0.17 0.12 -0.31
N 1.433 -3.991 8.008 0.30 -0.62 0.17
O 0.953 -5.086 8.392 0.90 1.18 -0.39
O 2.664 -3.797 7.887 -1.30 -0.27 0.19
C -0.861 -3.192 7.794 -0.01 0.44 -0.11
C -1.776 -2.235 7.414 0.44 -0.31 0.20
O -4.162 -0.062 8.200 -0.30 -0.55 0.21
O -4.674 -0.957 5.908 -0.05 -0.17 0.41
C -4.871 1.839 4.957 0.11 0.07 0.05
C -5.350 3.084 4.550 0.02 -0.12 0.13
H -5.909 5.076 5.170 0.05 -0.20 0.09
H -5.365 4.651 7.570 -0.02 -0.12 -0.15
H -4.515 2.430 8.292 -0.01 -0.02 -0.29
H -1.918 0.990 6.121 0.04 0.02 -0.07
H 0.402 0.259 6.496 0.05 -0.34 -0.03
H 2.052 -1.528 7.155 -0.19 0.06 -0.01
H -1.182 -4.153 8.189 0.02 0.27 -0.08
H -2.828 -2.467 7.584 0.20 0.27 -0.28
H -4.755 1.033 4.234 -0.05 0.19 0.23
H -5.568 3.227 3.494 -0.05 0.08 0.19